This record from OMol25 describes a 3-piece molecular cluster, C17H22BNO13S overall at a distorted geometry. The level of theory is the ωB97M-V functional and the def2-TZVPD basis.

Values from the calculation:
largest force on an atom	0.02069	Eh/bohr
LUMO level	-1.8	eV

Geometry as XYZ:
```
55
Properties=species:S:1:pos:R:3:forces:R:3
S 2.570 3.377 2.702 -0.15 0.69 -0.16
O -2.096 -1.106 1.020 -0.04 -0.12 0.04
O 1.666 2.133 1.977 0.47 0.08 0.20
O -4.646 -5.060 3.424 -0.05 -0.07 -0.14
O 1.421 0.546 -3.816 0.00 -0.28 0.05
O -1.101 -3.823 -1.676 -0.02 0.12 -0.09
O 3.993 3.005 2.071 -0.61 -0.23 -0.14
O 2.104 4.627 2.125 0.23 -0.69 0.19
O 2.431 -0.741 -1.746 0.03 0.16 0.03
O -1.899 -1.253 3.627 -0.07 -0.06 -0.11
O 4.293 1.311 -1.248 -0.13 0.31 0.73
O -2.072 -2.590 -3.782 -0.02 -0.12 0.15
O 5.510 0.948 0.780 -0.03 0.23 -0.97
O -4.787 -4.957 0.808 0.04 0.06 0.11
N 0.292 2.511 2.042 -0.54 0.84 -0.37
C 0.721 3.221 -1.897 -0.49 -0.17 0.25
C -0.342 3.173 -0.776 0.31 0.34 -0.50
C -3.258 -3.168 3.670 -0.09 -0.13 0.06
C -4.030 -4.141 2.919 0.15 0.16 0.31
C 4.118 3.106 0.618 0.62 -0.21 -0.45
C -0.383 -0.949 -3.905 -0.14 -0.05 -0.06
C -0.557 1.605 1.305 -0.12 -0.29 -0.21
C -2.626 -2.184 3.017 0.07 0.02 0.27
C 0.710 -2.335 -1.587 0.16 0.07 0.05
C -0.429 -2.776 -2.137 0.06 -0.15 0.20
C 0.758 -0.509 -3.358 -0.02 0.20 -0.20
C -0.524 1.748 -0.229 -0.08 0.14 0.03
C 1.379 -1.190 -2.167 -0.12 -0.29 0.18
C -1.043 -2.111 -3.343 0.00 0.26 -0.21
C -4.077 -4.017 1.418 -0.02 -0.01 -0.28
C -3.447 -3.030 0.765 0.09 0.16 -0.04
C -2.690 -2.049 1.518 -0.15 -0.11 -0.29
B 4.666 1.725 0.016 0.02 -0.27 0.31
H 0.649 4.153 -2.467 0.16 -0.10 0.12
H -3.481 -2.930 -0.310 -0.02 -0.01 0.01
H 4.869 3.883 0.414 -0.36 0.13 0.07
H 0.551 2.388 -2.591 0.11 0.27 0.05
H -0.007 2.600 3.008 0.29 -0.45 0.14
H -1.276 3.557 -1.208 0.02 -0.18 0.24
H -1.876 -3.929 -2.261 -0.02 -0.01 -0.08
H -0.047 3.878 0.006 -0.08 -0.20 0.07
H -1.484 1.351 -0.582 0.22 -0.11 0.00
H 6.060 1.471 1.363 -0.20 0.00 0.58
H -1.559 -0.668 2.923 0.01 0.02 -0.05
H -0.388 0.548 1.549 0.14 0.11 0.05
H 3.616 0.623 -1.203 0.04 -0.36 -0.37
H -5.133 -5.536 1.514 -0.02 -0.03 0.05
H -0.839 -0.471 -4.760 0.02 0.01 -0.01
H 1.163 -2.805 -0.726 -0.02 -0.01 0.00
H 0.247 1.095 -0.657 0.02 0.10 0.21
H -3.219 -3.272 4.745 0.01 0.03 0.00
H 2.210 0.660 -3.254 0.05 0.04 0.01
H 3.170 3.396 0.168 0.09 0.11 0.08
H -1.574 1.842 1.644 0.20 0.08 0.07
H 1.725 3.124 -1.471 -0.05 -0.01 -0.18
```
Positions in Å, forces in eV/Å.

Löwdin population analysis, charges in e, atoms 1 to 8: number 1, S, carries 0.955; number 2, O, carries 0.092; number 3, O, carries -0.331; number 4, O, carries 0.111; number 5, O, carries 0.109; number 6, O, carries 0.110; number 7, O, carries -0.362; number 8, O, carries -0.396



This record from OMol25 describes a 11-piece molecular cluster, C10H40ClO14 overall at a distorted geometry. The level of theory is the ωB97M-V functional and the def2-TZVPD basis.

Values from the calculation:
energy above the lowest of the compared OMol25 structures with the same formula, charge and spin	69.48	kcal per mole
largest force on an atom	0.03155	Eh/bohr
total charge	-1
LUMO level	2.6	eV

Geometry as XYZ:
```
65
Properties=species:S:1:pos:R:3:forces:R:3
Cl -4.944 6.891 -5.811 -0.33 -0.55 0.42
O -5.759 11.111 -9.181 0.54 -0.23 -0.12
O -7.889 6.119 -3.029 0.58 -0.32 0.01
O -0.234 3.475 -7.136 0.44 -0.04 -0.05
O -5.110 6.376 -4.479 -0.34 0.06 0.33
O -3.577 6.688 -9.498 0.08 -0.47 -0.20
O -7.353 3.804 -6.752 0.80 0.25 0.05
O -9.119 7.479 -7.872 0.21 0.27 -0.61
O -4.002 5.997 -6.468 0.01 0.72 -0.50
O -7.175 11.165 -3.461 0.18 0.05 0.42
O -6.208 6.900 -6.524 -0.01 -0.42 -0.18
O -1.229 10.581 -8.390 0.08 -0.10 0.12
O -4.472 8.246 -5.747 0.58 0.11 -0.22
O -1.168 6.598 -5.115 -0.14 0.31 0.25
O -4.931 7.221 -1.303 0.48 -0.37 -0.13
C -4.829 6.039 -9.782 0.64 0.97 0.90
C -3.602 7.580 -1.731 -0.84 0.57 0.36
C -8.714 3.814 -7.041 -1.06 0.01 -0.25
C -6.372 11.000 -4.627 -0.82 0.24 0.05
C -0.985 7.969 -4.746 -0.42 -0.15 -0.22
C -9.439 7.745 -9.236 -0.52 -0.34 -0.04
C -2.391 9.751 -8.416 -0.62 0.37 -0.15
C -1.462 3.435 -6.444 -0.29 -0.17 0.54
C -8.207 4.907 -3.691 -1.35 0.12 0.53
C -6.162 9.857 -8.660 -1.47 -0.67 0.11
H -9.740 6.824 -9.761 0.33 0.09 0.08
H -9.212 4.734 -6.724 0.07 0.07 -0.02
H -6.923 6.152 -3.034 -0.12 0.53 0.02
H 0.197 4.302 -6.902 -0.05 0.05 -0.05
H -0.485 8.036 -3.777 0.18 0.09 -0.08
H -3.474 6.737 -8.540 -0.10 -0.16 0.06
H -5.838 10.065 -4.523 0.14 -0.08 -0.10
H -9.210 2.992 -6.513 0.21 0.01 -0.01
H -6.109 9.768 -7.572 0.22 0.19 -0.04
H -5.645 8.993 -9.078 0.72 0.53 -0.20
H -8.639 4.191 -2.968 0.52 -0.10 -0.04
H -7.002 4.708 -6.808 -0.09 -0.24 0.06
H -2.109 6.416 -5.003 0.06 -0.24 -0.26
H -6.265 11.788 -8.728 -0.03 0.01 0.07
H -2.142 4.209 -6.799 -0.16 -0.08 0.05
H -1.947 8.486 -4.673 0.04 -0.07 0.03
H -4.761 5.578 -10.761 -0.11 0.11 -0.18
H -8.157 7.396 -7.804 -0.21 -0.04 0.23
H -10.317 8.398 -9.307 0.17 0.05 0.35
H -0.427 8.474 -5.535 0.24 -0.01 0.16
H -7.210 9.661 -8.953 0.11 0.17 0.26
H -1.222 11.068 -9.217 0.04 0.05 0.02
H -5.556 6.856 -9.723 -0.57 -0.54 -0.40
H -2.406 9.100 -7.547 0.32 -0.10 -0.01
H -1.335 3.537 -5.357 0.07 0.22 -0.14
H -8.634 8.233 -9.788 0.10 -0.10 0.07
H -3.726 8.192 -2.624 0.20 -0.05 -0.06
H -5.684 11.840 -4.757 0.14 -0.13 -0.06
H -5.069 5.281 -9.033 0.00 0.01 -0.05
H -2.941 6.744 -1.954 -0.16 -0.14 0.04
H -7.064 10.947 -5.475 0.40 -0.11 -0.29
H -3.184 8.194 -0.926 0.30 -0.08 -0.21
H -2.442 9.169 -9.338 0.04 -0.21 0.13
H -3.306 10.357 -8.353 0.13 -0.03 -0.06
H -7.367 4.486 -4.226 0.01 -0.12 -0.18
H -8.930 3.678 -8.114 0.16 0.04 0.11
H -1.893 2.443 -6.578 -0.07 0.08 -0.31
H -7.467 12.077 -3.418 -0.05 0.03 -0.03
H -9.062 5.104 -4.349 0.40 0.03 -0.35
H -4.958 6.275 -1.137 -0.02 0.03 -0.04
```
Positions in Å, forces in eV/Å.

Löwdin population analysis, charges in e, atoms 1 to 8: number 1, Cl, carries 0.659; number 2, O, carries -0.115; number 3, O, carries -0.122; number 4, O, carries -0.125; number 5, O, carries -0.340; number 6, O, carries -0.147; number 7, O, carries -0.121; number 8, O, carries -0.121



Question: The lowest largest force on an atom belongs to which entry?
Answer: C17H22BNO13S